{"formula": "C71H156F24N9O33P2S8", "method": "ωB97M-V with the def2-TZVPD basis set", "e_lumo_ev": -6.579, "orbital_gap_ev": 4.54, "charge": 3, "symbols": ["C", "C", "O", "N", "H", "H", "C", "H", "H", "H", "H", "H", "H", "C", "C", "O", "N", "H", "H", "C", "H", "H", "H", "H", "H", "H", "C", "C", "O", "N", "H", "H", "C", "H", "H", "H", "H", "H", "H", "C", "C", "O", "N", "H", "H", "C", "H", "H", "H", "H", "H", "H", "C", "C", "O", "N", "H", "H", "C", "H", "H", "H", "H", "H", "H", "C", "C", "O", "N", "H", "H", "C", "H", "H", "H", "H", "H", "H", "C", "C", "O", "N", "H", "H", "C", "H", "H", "H", "H", "H", "H", "C", "N", "C", "C", "C", "C", "O", "H", "H", "H", "H", "H", "H", "H", "H", "H", "H", "H", "H", "H", "H", "C", "N", "C", "C", "C", "C", "O", "H", "H", "H", "H", "H", "H", "H", "H", "H", "H", "H", "H", "H", "H", "C", "C", "C", "C", "P", "C", "C", "C", "C", "C", "C", "C", "C", "C", "C", "C", "C", "H", "H", "H", "H", "H", "H", "H", "H", "H", "H", "H", "H", "H", "H", "H", "H", "H", "H", "H", "H", "H", "H", "H", "H", "H", "H", "H", "H", "H", "H", "H", "H", "H", "H", "H", "H", "C", "C", "C", "C", "P", "C", "C", "C", "C", "C", "C", "C", "C", "C", "C", "C", "C", "H", "H", "H", "H", "H", "H", "H", "H", "H", "H", "H", "H", "H", "H", "H", "H", "H", "H", "H", "H", "H", "H", "H", "H", "H", "H", "H", "H", "H", "H", "H", "H", "H", "H", "H", "H", "C", "F", "F", "F", "S", "O", "O", "O", "C", "F", "F", "F", "S", "O", "O", "O", "C", "F", "F", "F", "S", "O", "O", "O", "C", "F", "F", "F", "S", "O", "O", "O", "C", "F", "F", "F", "S", "O", "O", "O", "C", "F", "F", "F", "S", "O", "O", "O", "C", "F", "F", "F", "S", "O", "O", "O", "C", "F", "F", "F", "S", "O", "O", "O"], "coordinates": [[6.06878, 1.35040, -6.71353], [5.99260, 2.26858, -5.49254], [5.02795, 3.03082, -5.35076], [6.99553, 1.86769, -4.35534], [7.41632, 0.98156, -4.59574], [7.75490, 2.53027, -4.28874], [6.28393, 1.77561, -2.93909], [5.39436, 1.69384, -7.49795], [5.69900, 0.39959, -6.32970], [7.02455, 1.19740, -7.21473], [5.24214, 1.61803, -3.21828], [6.39094, 2.69774, -2.36784], [6.66123, 1.00237, -2.26988], [-2.63655, -6.59427, -1.22927], [-2.47329, -5.15652, -1.71676], [-1.45915, -4.47053, -1.54575], [-3.67837, -4.49894, -2.42317], [-3.75158, -4.97519, -3.31082], [-4.52097, -4.64874, -1.88680], [-3.58740, -2.95991, -2.60955], [-2.77659, -6.56266, -0.14877], [-1.83263, -7.26625, -1.52968], [-3.47812, -7.17854, -1.60141], [-3.41884, -2.43740, -1.66792], [-4.51302, -2.58319, -3.04477], [-2.73556, -2.89360, -3.28635], [1.76548, -8.01203, -1.95351], [1.81316, -6.52862, -1.70961], [1.44452, -5.71686, -2.50487], [2.21861, -6.08257, -0.30622], [2.56606, -6.88777, 0.19481], [3.00583, -5.45856, -0.41109], [0.97819, -5.53138, 0.44190], [0.94427, -8.26721, -2.62329], [1.56563, -8.56875, -1.03797], [2.72125, -8.38805, -2.31849], [1.11934, -5.52557, 1.52271], [0.29540, -6.38103, 0.44201], [0.70496, -4.53354, 0.09875], [4.39304, -2.19833, -1.45185], [5.44426, -1.58388, -0.52277], [5.26864, -0.59241, 0.14277], [6.91096, -1.93009, -0.76117], [7.09306, -2.60157, -1.49332], [7.46506, -1.15004, -1.08457], [7.54092, -2.62741, 0.44540], [4.90029, -2.44910, -2.38346], [3.66468, -1.40368, -1.61350], [3.93811, -3.07418, -0.98922], [8.20220, -1.90520, 0.92416], [8.13753, -3.43813, 0.02720], [6.83502, -3.05407, 1.15798], [4.69879, 1.76454, 5.52637], [3.47842, 1.76965, 4.61239], [2.43729, 1.29421, 5.05034], [3.52613, 2.46972, 3.24750], [2.69781, 3.04496, 3.30313], [4.33090, 3.06720, 3.12312], [3.34625, 1.48224, 2.05613], [5.24168, 2.70330, 5.63645], [5.35765, 1.01845, 5.08214], [4.45955, 1.40796, 6.52823], [2.31592, 1.17633, 2.23761], [4.01696, 0.62384, 2.09325], [3.26749, 2.02796, 1.11587], [2.04790, 1.93280, -8.70682], [0.92061, 1.92117, -7.68206], [0.12375, 2.86308, -7.70903], [0.63033, 0.64302, -6.88696], [0.69725, -0.13913, -7.52247], [1.37561, 0.64383, -6.20529], [-0.79470, 0.47141, -6.36300], [1.76604, 1.53202, -9.68049], [2.90503, 1.33123, -8.40427], [2.36377, 2.95938, -8.89247], [-1.34918, 0.45190, -7.30123], [-1.05389, 1.46012, -5.98437], [-0.86124, -0.43494, -5.76117], [6.82474, -2.25099, 4.54870], [6.68729, -1.80449, 6.01027], [6.25636, -0.72807, 6.33261], [7.21688, -2.72445, 7.09180], [7.49160, -3.59080, 6.65126], [8.01271, -2.26514, 7.51106], [6.07731, -3.00589, 8.04251], [7.77424, -1.91855, 4.12914], [6.08743, -1.63600, 4.03271], [6.62332, -3.30445, 4.35441], [6.52370, -3.65718, 8.79395], [5.19690, -3.50297, 7.63520], [5.74421, -2.10952, 8.56566], [-1.46475, 1.18427, -0.58619], [-0.17727, 0.37837, -0.49156], [-0.23278, -0.64774, -1.65440], [1.05538, 1.30105, -0.60991], [-0.12627, -0.28225, 0.87838], [0.79514, -1.50651, 0.97049], [2.19549, -1.29733, 0.92675], [-1.58942, 1.54270, -1.60799], [-1.65819, 2.00330, 0.10654], [-2.27960, 0.50164, -0.34506], [0.72306, -1.16606, -1.73052], [-0.20641, -0.12300, -2.60941], [-1.06633, -1.32856, -1.48182], [1.93370, 0.69734, -0.38146], [0.95790, 2.16183, 0.05164], [1.11717, 1.72401, -1.61260], [-1.11010, -0.73589, 0.99834], [0.09827, 0.51405, 1.58801], [0.59118, -2.32382, 0.27876], [0.57209, -1.92031, 1.95391], [2.57712, -2.13446, 1.20095], [-0.42739, -6.43780, 6.33686], [-0.18775, -7.52370, 5.28452], [-1.46921, -8.39897, 5.04468], [0.19516, -6.94222, 3.87207], [0.95838, -8.54227, 5.66503], [2.37616, -7.97990, 5.62607], [2.54340, -6.98977, 6.56511], [-0.63175, -6.85574, 7.32259], [-1.29129, -5.85294, 6.02110], [0.45411, -5.79673, 6.34725], [-2.27049, -7.81264, 4.59494], [-1.75508, -8.65041, 6.06603], [-1.15960, -9.34310, 4.59652], [-0.72146, -6.37081, 3.72578], [0.43140, -7.74405, 3.17251], [0.94182, -6.14826, 3.88681], [0.93127, -9.30944, 4.89119], [0.73251, -8.91288, 6.66489], [2.58677, -7.56364, 4.64094], [3.15927, -8.73171, 5.72415], [3.45202, -6.68677, 6.50020], [-5.81545, 5.14438, -0.73384], [-4.26609, 5.29264, -0.70921], [-3.66189, 5.95477, -1.92334], [-3.98515, 5.11423, -3.25710], [-3.17677, 6.00422, -4.72115], [-1.37998, 5.86429, -4.56485], [-0.69617, 4.44411, -4.78391], [0.66604, 4.45109, -4.10471], [1.57745, 3.25877, -4.39786], [-3.74573, 5.18657, -6.23607], [-5.16846, 4.45999, -6.31858], [-5.30224, 3.41415, -7.43560], [-5.39147, 4.03776, -8.83505], [-3.52356, 7.89244, -4.55205], [-5.05778, 8.28268, -4.46944], [-5.68872, 8.50335, -5.81542], [-5.24890, 9.79762, -6.52103], [-6.35003, 6.02178, -1.09782], [-6.30955, 4.91277, 0.20973], [-6.17324, 4.29469, -1.31531], [-3.82390, 4.29904, -0.63623], [-4.04772, 5.86988, 0.18924], [-2.58191, 5.96766, -1.77646], [-4.12975, 6.93860, -1.95900], [-5.04935, 4.98652, -3.45526], [-3.63412, 4.08699, -3.35537], [-1.07770, 6.26871, -3.59884], [-0.98993, 6.50746, -5.35371], [-0.70771, 4.13336, -5.82862], [-1.21923, 3.64099, -4.26478], [0.62809, 4.51743, -3.01740], [1.08979, 5.38587, -4.47177], [2.20287, 3.13112, -3.51432], [2.33755, 3.34919, -5.17386], [1.16965, 2.26660, -4.59124], [-2.96545, 4.44292, -6.39810], [-3.66155, 5.90242, -7.05373], [-5.97957, 5.17675, -6.19025], [-5.29563, 3.80681, -5.45528], [-6.10344, 2.71955, -7.18316], [-4.43619, 2.75230, -7.43396], [-4.88508, 3.36605, -9.52820], [-4.65903, 4.84356, -8.88319], [-6.35907, 4.34223, -9.23399], [-3.17984, 8.31910, -5.49435], [-3.08857, 8.33899, -3.65792], [-5.12582, 9.24147, -3.95544], [-5.71125, 7.65089, -3.86785], [-6.74027, 8.74379, -5.65877], [-5.73612, 7.67336, -6.52038], [-4.31536, 9.52257, -7.01190], [-5.08757, 10.62415, -5.82898], [-5.88203, 10.18485, -7.31934], [-5.88442, 4.79700, 6.34361], [-5.94738, 4.71378, 4.78532], [-4.83294, 3.64968, 4.30532], [-5.40756, 2.20926, 4.40049], [-4.21552, 0.79080, 4.16733], [-3.57138, 1.01748, 2.39931], [-4.62876, 1.07003, 1.31766], [-4.99405, -0.28908, 0.72434], [-6.19517, -0.12230, -0.23844], [-2.86624, 1.02684, 5.31996], [-1.90532, -0.21936, 5.43676], [-0.67557, -0.01082, 6.31955], [-0.92284, -0.04883, 7.89497], [-5.00907, -0.80027, 4.57030], [-6.52053, -0.92088, 4.28079], [-7.12698, -2.30478, 4.61876], [-8.61876, -2.32152, 4.42230], [-6.84440, 5.11444, 6.75076], [-5.09957, 5.45315, 6.71991], [-5.53300, 3.85686, 6.76876], [-5.70356, 5.74915, 4.54728], [-6.86116, 4.43942, 4.25824], [-3.91216, 3.77879, 4.87418], [-4.50595, 3.70234, 3.26686], [-6.20519, 2.15656, 3.65947], [-5.94346, 2.17333, 5.34898], [-2.95335, 0.14631, 2.18204], [-2.89825, 1.87456, 2.37937], [-4.36794, 1.72471, 0.48611], [-5.51008, 1.51966, 1.77506], [-5.32577, -0.97209, 1.50637], [-4.10710, -0.80986, 0.36349], [-6.00814, 0.72220, -0.90173], [-7.12327, -0.04708, 0.32818], [-6.33642, -1.03065, -0.82414], [-3.23543, 1.30436, 6.30728], [-2.35652, 1.92140, 4.96213], [-1.31793, -0.29475, 4.52167], [-2.37356, -1.16392, 5.71362], [-0.21539, 0.93196, 6.02374], [0.02240, -0.82532, 6.12579], [-1.39044, -1.01941, 8.06054], [-1.41045, 0.73780, 8.47078], [0.00610, -0.17267, 8.45160], [-4.85298, -1.05965, 5.61742], [-4.46733, -1.58891, 4.04812], [-6.74794, -0.65443, 3.24861], [-6.92258, -0.11880, 4.89976], [-6.92367, -2.42902, 5.68240], [-6.66939, -3.20583, 4.21033], [-9.02813, -3.16696, 4.97525], [-8.92277, -2.51903, 3.39436], [-9.06286, -1.39313, 4.78144], [-3.20470, -4.61760, 2.54284], [-3.00566, -5.83321, 2.81372], [-3.23825, -4.41351, 1.27113], [-4.36517, -4.23221, 3.13658], [-1.71364, -3.59944, 3.21691], [-1.52431, -3.90615, 4.61422], [-0.52323, -3.95675, 2.41468], [-2.11166, -2.17135, 3.00353], [3.92619, 4.24403, -0.95672], [4.15505, 3.01613, -1.46691], [2.87895, 4.86427, -1.50034], [3.88274, 4.22597, 0.37685], [5.53881, 5.23815, -1.34746], [5.66426, 5.23403, -2.78738], [5.31365, 6.61369, -0.87601], [6.67717, 4.58135, -0.65859], [7.38814, 1.02835, 2.18655], [6.22095, 1.54105, 1.84310], [7.72651, 1.60825, 3.33158], [7.19673, -0.23390, 2.33061], [8.72598, 1.29635, 0.65844], [8.35331, 0.41112, -0.42218], [8.70070, 2.68542, 0.29308], [10.04832, 0.91031, 1.20567], [-0.35663, 5.11817, 1.30619], [-1.54389, 4.87068, 0.75067], [0.53630, 4.80293, 0.39523], [-0.20154, 6.40579, 1.67485], [-0.11404, 3.89125, 2.80578], [-0.57746, 2.57428, 2.32542], [1.36087, 3.88573, 3.17133], [-0.92663, 4.46475, 3.90063], [2.89750, -3.00925, 4.12105], [3.06842, -1.67335, 3.69619], [3.65201, -3.06197, 5.20200], [1.67820, -3.29590, 4.43344], [3.59056, -4.13853, 2.68482], [5.04569, -3.76141, 2.65998], [3.43770, -5.49350, 3.09902], [2.96630, -3.73961, 1.42697], [-5.61506, 1.28193, -3.89570], [-6.33974, 0.26204, -3.54622], [-5.95296, 1.41667, -5.14001], [-5.80013, 2.44084, -3.19069], [-3.69474, 0.72359, -3.77534], [-2.95932, 2.00621, -4.02836], [-3.47800, 0.08778, -2.49802], [-3.47470, -0.24515, -4.86689], [2.22084, -2.27773, -4.60638], [1.02315, -2.31791, -4.06477], [2.94996, -3.29180, -4.22308], [1.98589, -2.49287, -5.93500], [3.08885, -0.45822, -4.37387], [2.41884, 0.04164, -3.15798], [4.52219, -0.82166, -4.20610], [2.81372, 0.28859, -5.55451], [6.07690, -7.01582, -2.53601], [4.95978, -7.73507, -2.31460], [7.16841, -7.81990, -2.58159], [5.95576, -6.45539, -3.79513], [6.23723, -5.64730, -1.18149], [4.91538, -5.54478, -0.56726], [7.23861, -6.03189, -0.17098], [6.64368, -4.40959, -1.85607]], "forces_ev_per_a": [[0.23, 0.37, 0.20], [-3.77, 1.30, -0.77], [4.42, -2.60, 0.50], [-1.57, 0.54, 1.21], [0.00, -0.41, -0.16], [0.30, 0.67, 0.04], [-0.51, 0.38, -0.59], [-0.12, 0.20, 0.41], [0.01, -0.29, -0.05], [0.29, 0.08, 0.54], [0.17, -0.07, 0.38], [0.21, 0.37, -0.57], [0.45, -0.28, -0.71], [-0.68, -0.10, -0.52], [3.64, 1.66, 1.04], [-4.01, -2.31, -0.86], [0.51, 1.11, 1.16], [-0.39, -0.06, -0.57], [-0.42, -0.66, 0.21], [0.77, -0.73, -0.59], [0.37, 0.06, 0.07], [0.62, 0.67, 0.29], [-0.55, 0.67, -0.26], [0.14, -0.45, 0.00], [0.14, -0.30, -0.18], [-0.23, 0.79, 0.11], [-0.10, -0.27, 0.75], [-0.89, 0.05, -0.90], [0.57, -0.16, 1.09], [-1.79, -0.16, -0.27], [0.40, -0.18, 0.28], [1.02, 0.93, 0.25], [0.95, -1.16, 0.67], [0.33, 0.29, -0.30], [0.11, 0.07, 0.26], [-0.02, 0.16, -0.22], [1.00, 0.67, -0.22], [-0.81, 0.46, -1.09], [-0.22, -0.65, -0.19], [1.04, 0.17, 0.75], [-0.23, 2.59, -0.98], [0.17, -1.84, -0.28], [-0.42, -1.87, 0.82], [-1.05, -0.92, -0.52], [0.28, 1.58, 1.04], [1.05, 0.41, -0.21], [-0.25, -0.25, 0.07], [-0.01, -0.18, 0.11], [0.12, -0.05, -0.09], [-0.18, -0.05, -0.03], [-0.09, 0.02, 0.17], [-0.41, 0.27, -0.40], [0.17, -0.13, -0.98], [-1.59, -0.44, 2.84], [2.06, 1.14, -2.49], [1.14, -2.59, 0.23], [-1.54, 1.08, -0.54], [0.60, 0.08, 0.08], [-1.65, 0.50, 1.18], [-0.10, 0.09, -0.45], [0.40, 0.18, 0.00], [-0.48, 0.04, -0.33], [0.11, -0.55, 0.01], [0.06, 0.51, -0.10], [0.89, 0.12, 0.28], [0.74, -0.61, 0.88], [-2.69, 2.88, -2.53], [1.91, -3.23, 1.29], [-1.63, 1.11, -1.37], [1.07, -0.29, -0.23], [1.06, -0.80, 1.15], [0.70, 1.76, -1.34], [-0.64, -0.13, 0.13], [0.06, 0.06, 0.21], [-0.16, -0.04, 0.30], [-0.45, -0.65, 0.28], [-0.24, -0.55, 1.02], [-0.11, 0.51, 0.08], [-0.62, 0.46, 1.04], [-0.14, 2.26, -2.22], [0.73, -2.11, 0.41], [-2.09, 0.10, -0.67], [0.46, -0.35, -0.10], [0.33, 0.10, 0.59], [0.62, -0.32, 1.81], [0.33, -0.20, 0.29], [-0.09, -0.31, -0.08], [0.10, 0.03, 0.06], [-0.26, -0.08, 0.08], [0.49, 0.12, -0.77], [0.31, 0.17, -0.44], [-0.52, -0.42, -0.19], [0.12, 1.01, -0.47], [1.22, 0.78, 0.75], [-0.55, -0.30, -0.45], [0.53, -1.21, -1.29], [0.72, -0.13, 1.03], [-0.63, 1.80, -0.65], [0.10, -0.11, 0.07], [1.28, 0.06, 0.30], [0.08, -0.24, -0.48], [-0.06, -0.19, 0.67], [-0.83, 0.29, 0.23], [0.03, 0.27, -0.18], [-0.07, 0.07, -0.10], [-0.28, -0.38, 0.40], [-0.07, -0.42, -0.16], [-0.15, 0.33, 0.44], [-0.20, -0.19, 0.10], [-0.77, 0.24, -0.36], [-0.39, 0.00, 0.11], [0.43, -0.38, 0.03], [0.05, -0.08, -0.98], [1.29, -1.47, -1.40], [1.42, 0.72, 1.96], [-1.55, 1.05, 1.95], [0.00, 0.85, 0.13], [-0.15, -0.01, -1.41], [0.00, 1.01, 1.24], [0.24, -0.36, -0.23], [0.09, -0.02, -0.15], [-0.13, -0.18, 0.10], [0.37, -0.16, -0.29], [-0.33, -0.08, -0.05], [-0.27, 0.43, -0.55], [0.03, -0.26, -1.10], [-0.29, 0.06, 0.22], [0.47, -0.46, 0.49], [-0.28, -0.16, 0.29], [-0.16, -0.18, -0.15], [-0.23, 0.05, -0.43], [-0.49, -0.76, 0.27], [0.05, 0.17, 0.12], [-0.23, -0.44, -0.30], [-1.39, -0.61, 0.58], [-0.85, -1.55, -1.02], [0.80, 1.83, -0.42], [-1.39, 0.60, 2.25], [0.42, -1.38, -0.89], [-1.20, -0.11, 1.45], [0.46, 0.29, -1.32], [1.14, -0.22, 0.25], [-0.97, -0.37, -0.66], [0.98, -0.55, 1.50], [-0.10, 0.91, -0.67], [1.20, -0.57, -0.19], [-1.93, -1.34, -0.34], [0.63, -0.18, -0.21], [-2.12, 1.58, -0.73], [1.32, -0.69, -0.42], [0.24, 0.22, -0.16], [0.62, 0.26, 0.53], [0.30, 0.03, -0.57], [0.05, -0.10, 0.41], [0.44, -0.07, -0.04], [0.00, 0.47, -0.12], [0.46, 0.21, -0.50], [-0.14, 0.58, 0.04], [0.58, -0.07, 0.60], [-0.12, 0.11, 0.00], [0.17, 0.33, 0.10], [0.41, 0.41, -0.06], [-0.76, 0.10, -0.05], [-0.61, 0.27, -0.03], [0.86, -0.07, 0.32], [0.08, -0.22, 0.08], [-0.20, 0.65, -0.35], [-0.87, 0.08, 0.27], [0.03, -0.20, -0.08], [0.09, 0.10, -0.09], [-0.04, 0.12, -0.67], [0.40, 0.35, 0.58], [-0.35, 0.37, -0.20], [0.34, 0.18, 0.26], [-0.64, -0.38, -0.35], [-0.39, 0.63, 0.12], [0.09, -0.01, 0.32], [0.51, 0.21, 0.28], [0.77, -0.50, -0.29], [0.29, 0.10, 0.07], [0.43, -0.58, 0.07], [-0.36, -0.57, 0.49], [0.50, -0.27, 0.13], [0.41, 0.72, -0.12], [0.10, -0.13, 0.11], [-0.35, -0.44, 0.16], [-0.35, -0.77, -0.42], [2.36, -0.56, 0.34], [-0.32, 0.23, -0.28], [-0.04, 0.29, 0.47], [-0.52, 1.31, -0.46], [0.23, -0.97, 0.72], [-0.71, -0.13, 0.24], [-1.04, 0.05, 0.58], [0.97, -0.82, 0.14], [0.92, -0.88, 0.38], [1.07, 1.13, -0.29], [-0.61, 1.07, 2.51], [0.72, -0.97, -0.78], [-0.31, -0.86, -0.76], [0.72, -0.02, -0.33], [0.48, 0.88, 1.07], [-0.41, -0.56, -0.03], [0.15, -0.18, 0.24], [-0.14, 0.52, -0.55], [-0.68, -0.40, 0.16], [0.17, -0.24, -0.98], [-0.36, 0.07, 0.70], [-0.09, -0.02, 0.27], [-0.16, 0.82, -0.21], [0.03, -0.34, -0.19], [0.19, -0.67, 0.30], [0.34, -0.13, 0.38], [-0.05, 0.17, 0.43], [0.34, 0.19, 0.10], [-0.38, 0.06, -0.40], [-0.05, 0.01, 0.43], [0.09, 0.28, -0.72], [-0.37, -0.05, -0.01], [0.07, 0.55, 0.03], [0.12, 0.06, -0.32], [-0.44, -0.11, 0.04], [0.46, -0.03, -0.09], [-1.06, -0.51, -0.74], [-0.32, 0.14, -0.36], [0.26, -0.04, 0.02], [0.02, 0.06, -0.16], [-0.58, 0.10, 0.29], [-0.50, 0.18, -0.76], [0.45, 0.14, -0.35], [0.18, 0.51, 0.24], [0.32, 0.09, -0.29], [0.04, 0.05, -0.19], [-0.84, -0.32, 0.05], [-0.11, -0.04, 0.32], [0.35, 0.41, -0.69], [-0.20, 0.15, 0.19], [0.11, 0.38, -0.17], [-0.17, -0.12, -0.06], [1.05, 4.26, 3.05], [0.27, -3.99, 0.38], [-0.76, 0.09, -2.55], [0.56, -0.09, -0.72], [1.25, 3.67, -0.50], [-0.76, -0.99, 0.23], [-1.75, -0.72, 0.06], [-0.10, -2.52, -0.28], [4.28, 2.59, -0.84], [-1.60, -0.31, 0.50], [-0.41, -1.16, 0.46], [-1.36, -0.84, 0.11], [2.53, 2.88, 1.03], [-0.62, -1.36, -0.93], [-0.85, -1.78, 0.27], [-2.49, -0.29, -0.74], [2.17, 2.45, -3.06], [-1.24, 0.85, -0.34], [0.41, -0.26, 0.44], [-0.14, -2.86, 1.10], [3.97, 1.52, 1.52], [-1.73, -1.40, -0.69], [-1.20, -0.25, 0.51], [-2.35, -0.31, 0.35], [0.74, -0.65, 1.69], [-0.45, 0.59, 0.33], [0.86, 0.09, -0.65], [-0.57, -1.37, -0.48], [0.73, 0.48, 2.96], [0.35, 1.08, -0.35], [-2.76, 0.39, -1.45], [0.88, -0.82, -2.08], [1.91, 1.49, -2.52], [-1.01, -1.87, 0.34], [0.52, -0.74, 0.79], [-1.15, 0.20, 0.14], [5.25, 2.29, -0.36], [-2.82, -0.11, 0.59], [-1.64, -1.35, 0.62], [-0.92, -0.40, 0.71], [3.06, -0.42, 0.17], [-1.10, -0.86, 2.37], [0.21, 1.67, -1.77], [-0.36, -1.49, -0.56], [0.92, 1.31, -2.72], [-1.31, -1.73, 0.88], [-0.56, 0.21, 1.00], [-0.81, 0.81, 0.67], [0.83, 1.54, -2.09], [-0.77, 0.08, 1.14], [0.37, -0.05, 0.88], [0.22, 0.51, -0.14], [1.84, -2.98, 4.14], [0.60, -0.59, -1.56], [-2.34, 0.81, -0.58], [-0.43, 0.87, -1.86], [1.10, 0.69, -1.28], [0.55, -0.01, -0.01], [-1.54, 0.82, 0.37], [-0.03, -0.60, 1.82], [2.34, 1.28, 2.57], [-1.00, -0.48, -0.85], [-1.29, -0.54, -1.97], [-0.65, -1.13, -0.72]], "lowdin_charge": [0.017, -0.292, 0.136, 0.150, 0.157, 0.178, 0.062, 0.083, 0.079, 0.095, 0.066, 0.069, 0.078, 0.034, -0.303, 0.134, 0.110, 0.179, 0.171, 0.038, 0.087, 0.094, 0.094, 0.087, 0.108, 0.103, 0.033, -0.381, 0.163, 0.124, 0.160, 0.092, 0.012, 0.099, 0.089, 0.092, 0.049, 0.095, 0.082, 0.027, -0.311, 0.138, 0.099, 0.106, 0.110, 0.034, 0.071, 0.065, 0.072, 0.083, 0.092, 0.082, 0.023, -0.322, 0.125, 0.125, 0.046, 0.169, 0.038, 0.103, 0.060, 0.091, 0.077, 0.079, 0.078, 0.033, -0.309, 0.117, 0.084, 0.168, 0.052, 0.041, 0.105, 0.076, 0.106, 0.110, 0.077, 0.100, 0.031, -0.350, 0.155, 0.120, 0.172, 0.192, 0.027, 0.110, 0.079, 0.081, 0.107, 0.105, 0.112, -0.002, -0.256, 0.026, 0.038, -0.067, -0.219, -0.086, 0.088, 0.088, 0.067, 0.079, 0.097, 0.096, 0.091, 0.088, 0.090, 0.111, 0.113, 0.103, 0.098, 0.000, 0.030, -0.280, 0.040, 0.020, -0.065, -0.265, -0.037, 0.113, 0.083, 0.099, 0.098, 0.104, 0.101, 0.060, 0.112, 0.082, 0.127, 0.142, 0.098, 0.140, 0.105, -0.090, -0.264, -0.212, -0.211, 1.066, -0.251, -0.223, -0.235, -0.084, -0.234, -0.204, -0.252, -0.088, -0.195, -0.242, -0.286, -0.098, 0.075, 0.064, 0.050, 0.090, 0.108, 0.099, 0.102, 0.072, 0.052, 0.096, 0.103, 0.083, 0.076, 0.102, 0.120, 0.056, 0.068, 0.045, 0.082, 0.088, 0.110, 0.063, 0.099, 0.104, 0.069, 0.060, 0.081, 0.078, 0.092, 0.113, 0.100, 0.107, 0.097, 0.061, 0.083, 0.080, -0.101, -0.197, -0.214, -0.275, 1.092, -0.221, -0.250, -0.251, -0.077, -0.242, -0.235, -0.233, -0.085, -0.262, -0.239, -0.259, -0.110, 0.076, 0.078, 0.054, 0.099, 0.099, 0.097, 0.091, 0.082, 0.089, 0.063, 0.075, 0.109, 0.095, 0.088, 0.087, 0.058, 0.080, 0.064, 0.109, 0.088, 0.092, 0.100, 0.097, 0.099, 0.060, 0.065, 0.056, 0.107, 0.071, 0.097, 0.103, 0.109, 0.100, 0.078, 0.075, 0.081, -0.738, 0.187, 0.159, 0.123, 0.525, -0.315, -0.345, -0.355, -0.636, 0.085, 0.128, 0.108, 0.476, -0.358, -0.343, -0.347, -0.670, 0.108, 0.140, 0.124, 0.497, -0.366, -0.299, -0.351, -0.630, 0.116, 0.131, 0.152, 0.605, -0.372, -0.350, -0.331, -0.600, 0.065, 0.130, 0.177, 0.540, -0.344, -0.303, -0.323, -0.644, 0.154, 0.160, 0.101, 0.527, -0.381, -0.351, -0.358, -0.613, 0.124, 0.165, 0.078, 0.553, -0.334, -0.330, -0.322, -0.546, 0.091, 0.128, 0.087, 0.555, -0.359, -0.311, -0.339]}